Here is a gas-phase ion, C4H11N3 (charge -1) from the OMol25 dataset. Energies are from ωB97M-V/def2-TZVPD.

Geometry as XYZ:
```
18
Properties=species:S:1:pos:R:3:forces:R:3:mulliken_charge:R:1
C 1.439 0.672 -0.839 0.6 -0.6 -0.6 -0.20
C 1.486 -0.001 0.534 -0.6 -2.1 0.5 -0.91
C 0.260 -0.646 1.339 -0.1 0.4 -1.0 -0.80
N -2.580 0.579 -0.549 0.2 0.2 0.6 -0.60
C -1.707 -0.184 0.109 -0.9 0.1 -0.4 -0.75
N -1.097 -0.032 1.459 0.1 -0.8 -2.4 -0.38
N 1.515 -0.379 -1.862 1.9 -2.9 -0.1 -0.84
H 0.529 1.258 -1.230 1.3 -0.3 1.5 0.39
H 2.433 1.218 -0.842 -1.2 0.4 -0.2 0.35
H 2.020 0.596 1.250 0.2 0.8 0.3 0.28
H 2.174 -0.952 0.450 -1.0 1.8 -0.1 0.05
H 0.112 -1.670 0.853 0.0 1.2 1.3 0.29
H 0.658 -0.639 2.349 0.1 -0.9 0.4 0.60
H -3.001 1.359 -0.035 0.6 -0.3 0.2 0.21
H -1.515 -1.123 -0.481 0.6 0.7 1.3 0.46
H -1.172 0.933 1.823 0.5 -0.6 -0.7 0.30
H 1.804 0.048 -2.752 0.0 -0.6 0.5 0.23
H 2.227 -1.249 -1.584 -2.1 3.3 -1.0 0.33
```
Positions in Å, forces in eV/Å.

Computed properties:
Gap between HOMO and LUMO (alpha / beta) = 2.4 / 7.9 eV
HOMO energy (alpha / beta) = 1.711 / -3.840 eV
Net charge = -1
LUMO level (alpha / beta) = 4.07 / 4.02 eV
Multiplicity = 2
Molar mass = 101.2 g/mol

---

Here is 15 unconnected molecules or ions with the total composition C14H56BrN28O17S from the OMol25 dataset. Energies are from ωB97M-V/def2-TZVPD.

Geometry as XYZ:
```
117
Properties=species:S:1:pos:R:3:forces:R:3:mulliken_charge:R:1
O 1.185 -0.026 -0.577 -0.9 0.0 0.1 -0.68
S 0.911 0.978 -1.607 3.7 0.8 -0.7 0.86
O 1.280 0.557 -2.952 -1.1 -0.4 0.4 -0.60
O 1.596 2.249 -1.309 -1.7 -0.8 0.6 -0.26
Br -1.277 1.373 -1.575 0.0 0.4 -0.1 -0.33
C -1.760 1.233 2.093 -0.1 -0.6 0.5 0.62
O -1.937 2.152 1.307 0.0 0.4 0.0 -0.65
N -2.762 0.768 2.903 0.6 0.4 -0.1 -0.31
N -0.562 0.597 2.202 -0.2 0.4 -0.2 -0.10
H -2.641 0.000 3.532 -0.1 -0.1 -0.1 0.09
H -3.657 1.209 2.846 -0.2 -0.1 -0.1 0.17
H 0.188 0.910 1.605 -0.4 -0.4 0.0 -0.21
H -0.400 -0.162 2.832 0.0 -0.1 0.0 0.14
C -5.684 -0.720 1.437 0.1 0.0 0.1 0.79
O -5.339 -0.406 2.571 -0.3 -0.1 -0.3 -0.70
N -5.347 -1.891 0.839 0.0 0.0 0.4 -0.29
N -6.450 0.118 0.662 0.0 0.1 0.0 -0.44
H -5.634 -2.130 -0.089 0.0 0.0 -0.1 0.15
H -4.777 -2.540 1.357 0.1 -0.2 0.1 0.15
H -6.720 0.995 1.061 0.0 0.0 0.1 0.23
H -6.742 -0.109 -0.267 0.0 0.0 -0.1 0.15
C 1.283 -4.216 -1.222 0.2 0.7 0.1 0.60
O 0.743 -5.326 -1.320 -0.1 0.1 -0.1 -0.83
N 2.619 -4.043 -1.424 -0.3 -0.3 0.4 -0.22
N 0.610 -3.075 -0.912 0.2 -0.8 0.1 -0.05
H 3.074 -3.151 -1.361 0.0 0.0 -0.4 0.10
H 3.160 -4.850 -1.658 0.1 0.0 -0.2 0.18
H -0.377 -3.144 -0.759 -0.1 0.2 -0.1 0.16
H 1.050 -2.171 -0.835 -0.2 0.2 -0.1 0.12
C 4.965 -1.347 -3.125 -0.2 -0.6 -0.1 0.56
O 4.444 -2.451 -3.267 0.3 -0.3 0.1 -0.76
N 6.268 -1.058 -3.271 1.5 0.0 -0.1 -0.26
N 4.291 -0.258 -2.792 -1.2 1.1 0.6 -0.09
H 6.560 -0.092 -3.116 0.4 -0.5 -0.2 0.30
H 6.913 -1.780 -3.524 0.0 0.0 -0.1 0.19
H 3.308 -0.327 -2.650 -0.7 0.2 -0.1 -0.02
H 4.736 0.635 -2.683 -0.1 0.1 0.0 0.15
C 1.429 3.391 2.834 -0.1 0.2 0.1 0.55
O 1.626 3.993 3.885 0.0 -0.3 -0.3 -0.73
N 2.029 2.195 2.542 0.1 0.2 0.1 -0.22
N 0.591 3.856 1.859 0.5 0.2 0.2 -0.18
H 1.870 1.696 1.686 0.3 0.1 -0.2 0.17
H 2.650 1.814 3.227 0.1 0.0 0.0 0.17
H 0.122 4.724 2.029 -0.1 0.0 0.1 0.08
H 0.424 3.364 1.004 -0.3 -0.3 -0.2 0.00
C 6.531 2.660 -2.253 -0.3 -0.9 1.0 0.59
O 7.168 1.644 -2.676 -1.2 1.7 0.8 -0.89
N 5.801 2.659 -1.066 1.7 -0.6 -1.5 -0.17
N 6.510 3.831 -2.941 0.3 -0.4 0.0 -0.42
H 5.282 3.451 -0.732 -0.4 0.1 -0.3 0.26
H 5.804 1.813 -0.530 0.0 -0.1 0.0 0.24
H 7.022 3.872 -3.800 0.1 -0.1 -0.1 0.23
H 6.002 4.634 -2.624 -0.3 -0.1 0.1 0.17
C -4.635 -5.489 2.707 0.1 -0.2 -0.1 0.58
O -3.964 -4.516 2.385 -0.3 0.2 0.0 -0.64
N -4.090 -6.725 2.859 -0.5 0.1 0.0 -0.36
N -5.982 -5.404 2.940 0.2 0.1 -0.2 -0.33
H -4.620 -7.531 3.122 -0.1 0.0 0.0 0.13
H -3.111 -6.815 2.688 0.8 0.1 0.0 0.30
H -6.413 -4.506 2.834 -0.1 0.0 0.1 0.20
H -6.544 -6.186 3.211 -0.1 0.0 0.1 0.12
C -4.410 4.728 -0.119 -0.2 -0.5 0.2 0.72
O -3.710 5.644 0.299 -0.3 -0.2 -0.1 -0.71
N -5.621 4.978 -0.730 0.1 0.2 0.0 -0.42
N -4.091 3.412 -0.014 0.2 0.6 0.0 -0.04
H -6.219 4.256 -1.077 0.0 -0.1 0.0 0.14
H -5.902 5.934 -0.823 0.0 0.1 0.0 0.23
H -3.206 3.145 0.416 -0.1 -0.2 0.1 0.18
H -4.696 2.685 -0.342 0.0 -0.1 -0.1 0.12
C -0.109 -6.879 2.374 0.7 -0.2 -0.5 0.64
O -1.192 -6.472 2.759 -0.4 -0.1 0.2 -0.73
N 0.410 -6.581 1.157 -0.5 -0.1 0.6 -0.22
N 0.684 -7.687 3.157 -0.2 0.0 0.1 -0.40
H 1.298 -6.919 0.848 0.1 0.1 -0.2 0.14
H -0.123 -5.993 0.540 0.2 0.0 -0.3 0.15
H 0.340 -7.931 4.064 0.0 0.0 0.1 0.22
H 1.575 -8.031 2.863 0.1 0.0 0.0 0.15
C -1.614 -1.922 -3.620 0.3 -0.1 0.1 0.52
O -1.261 -1.416 -2.574 -0.3 -0.4 -0.2 -0.40
N -1.295 -3.211 -3.959 -0.1 0.0 0.1 -0.36
N -2.360 -1.240 -4.550 -0.1 -0.1 0.0 -0.39
H -1.577 -3.640 -4.817 0.0 0.0 -0.1 0.13
H -0.746 -3.740 -3.303 0.1 0.0 0.0 0.16
H -2.605 -0.293 -4.335 0.1 0.1 0.0 0.21
H -2.657 -1.639 -5.417 0.0 0.0 -0.1 0.14
C 2.703 4.930 -1.874 -0.6 -0.4 1.0 0.55
O 3.737 4.280 -1.619 -1.3 1.3 -0.1 -0.71
N 1.606 5.086 -1.035 1.8 -0.5 -0.4 0.14
N 2.567 5.578 -3.074 0.2 0.0 0.0 -0.27
H 0.804 5.627 -1.306 0.4 -0.1 0.2 0.27
H 1.612 4.646 -0.120 0.1 0.1 -0.6 -0.01
H 3.320 5.503 -3.728 0.0 -0.1 0.0 0.17
H 1.754 6.106 -3.319 -0.1 -0.1 0.1 0.06
C -0.656 7.071 -1.873 -0.6 0.4 0.3 0.34
O 0.214 7.686 -1.264 -0.2 -0.2 -0.4 -0.62
N -0.646 6.957 -3.242 0.2 0.0 0.0 -0.38
N -1.699 6.459 -1.250 0.9 0.4 -0.3 -0.15
H -1.345 6.459 -3.756 0.0 -0.1 0.0 0.15
H 0.107 7.393 -3.736 0.0 0.2 -0.1 0.26
H -1.739 6.513 -0.252 -0.3 -0.1 0.1 0.17
H -2.418 5.965 -1.734 -0.1 -0.1 0.0 0.03
C 9.983 -0.330 -0.405 -0.2 0.2 -0.1 0.56
O 10.583 0.692 -0.105 0.0 -0.3 0.0 -0.66
N 8.773 -0.323 -1.032 0.2 0.2 0.2 -0.22
N 10.486 -1.580 -0.130 0.1 0.0 0.0 -0.38
H 8.278 -1.158 -1.280 -0.1 0.0 0.0 0.17
H 8.363 0.573 -1.256 0.0 -0.1 -0.2 0.16
H 11.372 -1.629 0.330 0.1 0.0 0.0 0.21
H 10.009 -2.427 -0.367 -0.1 0.0 0.0 0.16
C -7.390 -3.225 5.428 0.2 -0.1 -0.1 0.66
O -7.931 -4.279 5.116 0.0 0.3 0.1 -0.66
N -6.057 -3.001 5.251 -0.2 -0.2 0.1 -0.33
N -8.084 -2.181 5.980 0.0 -0.1 0.0 -0.41
H -5.605 -2.143 5.499 0.0 0.1 -0.1 0.17
H -5.513 -3.741 4.847 0.1 0.0 -0.1 0.19
H -9.066 -2.306 6.125 -0.1 0.0 0.0 0.22
H -7.657 -1.313 6.237 0.0 0.0 0.0 0.16
```
Positions in Å, forces in eV/Å.

Computed properties:
Gap between HOMO and LUMO = 8.2 eV
HOMO energy = -6.533 eV
Net charge = -1
LUMO level = 1.67 eV
Multiplicity = 1
Molar mass = 1000.8 g/mol

---

Here is a molecular structure, C24H41KNO6P3S4 from the OMol25 dataset. Energies are from ωB97M-V/def2-TZVPD.

Geometry as XYZ:
```
80
Properties=species:S:1:pos:R:3:forces:R:3:mulliken_charge:R:1
K -0.817 -0.253 -0.210 -0.9 0.4 -0.4 1.33
O 2.349 -0.851 -0.727 0.0 0.1 0.2 -0.77
S 2.082 -0.310 0.641 0.1 0.1 0.0 0.90
O 3.235 -0.472 1.529 -0.1 0.0 -0.2 -0.75
O 0.872 -1.012 1.198 0.9 -0.5 0.7 -0.88
O 1.673 1.115 0.494 0.1 0.1 0.0 -0.53
C 1.089 -0.689 -3.853 0.1 0.0 -0.1 -1.25
P -0.246 0.320 -3.121 0.1 0.4 -0.2 0.69
C -0.867 1.221 -4.606 0.0 0.0 -0.1 -1.38
C 0.754 1.680 -2.352 0.1 0.1 0.1 -0.73
C -0.123 2.703 -1.598 -0.1 0.2 -0.1 -0.25
P 0.411 3.417 0.061 0.0 -0.4 -0.1 0.06
C -0.786 2.581 1.215 0.1 0.4 0.1 -0.89
C -0.638 4.938 -0.115 -0.1 0.1 -0.1 -1.20
H 0.672 -1.585 -4.314 0.0 0.0 0.0 0.36
H 1.750 -0.992 -3.038 0.0 0.0 0.1 0.17
H 1.659 -0.132 -4.603 0.0 0.0 0.0 0.38
H -1.478 0.568 -5.230 0.0 -0.1 0.0 0.38
H -0.046 1.621 -5.209 0.0 0.0 0.0 0.36
H -1.497 2.053 -4.288 0.0 0.0 0.0 0.33
H 1.322 2.190 -3.140 0.0 0.0 0.0 0.60
H 1.481 1.207 -1.680 -0.1 0.0 0.0 0.33
H -1.151 2.323 -1.482 0.0 0.0 0.1 -0.32
H -0.247 3.612 -2.202 0.0 -0.2 -0.1 0.45
H -0.806 3.204 2.117 -0.2 -0.1 -0.1 0.53
H -0.483 1.592 1.544 0.3 0.0 -0.1 0.35
H -1.789 2.571 0.770 0.0 0.0 0.1 0.04
H -1.677 4.722 -0.376 -0.1 0.0 0.0 0.29
H -0.212 5.577 -0.888 0.0 0.1 0.0 0.40
H -0.625 5.493 0.821 0.0 0.1 0.1 0.41
N -0.254 -2.695 -1.057 0.0 -0.4 0.5 -0.62
S -0.451 -3.217 0.428 -0.3 0.0 -0.4 0.62
C -1.557 -4.637 0.345 0.3 -0.4 -0.2 0.16
C -2.886 -4.410 0.636 -0.2 0.0 0.0 -0.29
C -3.828 -5.411 0.416 0.1 0.2 0.0 -0.57
C -3.428 -6.636 -0.078 0.0 -0.1 0.0 -0.46
C -2.086 -6.867 -0.372 0.0 0.0 0.0 -0.63
C -1.153 -5.868 -0.171 0.0 0.0 0.0 -0.30
C 1.015 -4.057 1.026 -0.1 0.0 0.0 0.44
C 2.232 -3.633 0.526 0.0 -0.1 0.1 -0.54
C 3.392 -4.229 1.005 0.0 0.1 -0.1 -0.79
C 3.330 -5.224 1.964 0.0 0.0 0.0 -0.44
C 2.099 -5.626 2.468 0.0 -0.1 0.1 -0.55
C 0.935 -5.041 2.003 0.0 0.1 0.0 -0.43
H 0.228 -3.408 -1.602 -0.1 0.0 -0.1 0.17
H -3.220 -3.440 0.975 0.0 0.1 0.0 0.28
H -4.868 -5.192 0.602 -0.1 0.0 0.0 0.46
H -4.160 -7.413 -0.258 0.0 0.0 0.0 0.35
H -1.771 -7.822 -0.771 0.0 -0.1 0.0 0.37
H -0.110 -6.040 -0.409 0.0 0.0 0.0 0.41
H 2.271 -2.802 -0.170 0.0 0.1 -0.1 0.34
H 4.346 -3.873 0.642 0.1 0.0 0.0 0.42
H 4.240 -5.675 2.339 0.0 0.0 0.0 0.34
H 2.041 -6.395 3.229 0.0 0.0 0.0 0.36
H -0.025 -5.352 2.392 0.0 0.0 0.0 0.47
C -4.566 1.420 -1.818 -0.1 0.0 0.0 -1.16
C -6.082 1.512 -1.700 -0.2 0.0 0.0 0.54
C -6.498 2.832 -1.067 0.0 0.0 -0.1 -1.29
O -6.778 0.474 -0.976 0.2 0.0 -0.2 -0.44
P -6.185 -0.651 0.021 -0.1 -0.2 0.1 0.45
S -7.697 -1.443 0.999 -0.1 0.1 0.0 -0.59
S -4.953 -1.884 -0.894 0.1 0.0 -0.1 -0.44
O -5.346 0.347 1.006 0.0 0.3 -0.3 -0.11
C -5.102 0.087 2.379 -0.2 -0.1 0.1 0.36
C -4.151 -1.081 2.548 0.2 0.0 0.1 -1.08
C -4.533 1.370 2.951 0.0 0.1 0.1 -1.32
H -4.245 2.252 -2.452 0.0 0.0 0.0 0.50
H -4.243 0.485 -2.262 0.0 -0.1 0.0 0.32
H -4.082 1.522 -0.849 0.0 0.0 0.1 0.11
H -6.493 1.444 -2.717 0.0 0.1 0.2 0.31
H -6.093 2.893 -0.059 0.1 0.0 0.1 0.14
H -7.583 2.907 -1.003 0.0 0.0 0.0 0.33
H -6.119 3.676 -1.646 0.0 0.0 0.0 0.43
H -6.068 -0.145 2.855 0.2 0.0 -0.1 0.28
H -3.225 -0.874 2.001 0.0 -0.1 0.1 0.20
H -4.574 -2.003 2.155 -0.1 0.0 0.0 0.17
H -3.914 -1.220 3.604 0.0 0.0 0.0 0.43
H -3.571 1.614 2.498 0.0 0.0 -0.1 0.10
H -4.376 1.268 4.025 0.0 0.0 0.1 0.44
H -5.213 2.203 2.776 0.0 0.0 0.0 0.36
```
Positions in Å, forces in eV/Å.

Computed properties:
Gap between HOMO and LUMO = 6.5 eV
HOMO energy = -2.536 eV
Net charge = -2
LUMO level = 3.95 eV
Multiplicity = 1
Molar mass = 699.9 g/mol